Entry 1
{"formula": "C6H6", "method": "the ωB97M-V functional and the def2-TZVPD basis", "species": ["C", "C", "C", "C", "C", "C", "H", "H", "H", "H", "H", "H"], "coordinates": [[-0.426, -0.211, 0.150], [-0.090, -1.434, 0.290], [0.065, 1.071, -0.203], [1.056, 1.858, -0.550], [-1.377, 0.934, 0.105], [0.426, -2.612, 0.393], [2.061, 1.483, -0.665], [0.904, 2.910, -0.738], [-2.094, 0.961, -0.707], [-1.763, 1.326, 1.039], [0.442, -3.292, -0.444], [0.797, -2.994, 1.331]], "smiles": "C=C=C1CC1=C", "molar_mass_g_mol": 78.1, "gap_ev": 9.965, "homo_energy_ev": -9.029, "multiplicity": 1}

---

Entry 2
{"formula": "C6H6", "method": "the ωB97M-V functional and the def2-TZVPD basis", "species": ["C", "C", "C", "C", "C", "C", "H", "H", "H", "H", "H", "H"], "coordinates": [[-1.515, 0.627, 0.281], [-0.846, -0.725, 0.014], [0.441, -0.580, -0.650], [1.414, 0.062, -1.059], [2.732, 0.819, -0.942], [2.418, 0.094, 0.091], [-2.532, 0.481, 0.654], [-0.955, 1.214, 1.017], [-1.558, 1.210, -0.643], [-1.456, -1.355, -0.637], [-0.712, -1.290, 0.947], [2.568, -0.558, 0.927]], "molar_mass_g_mol": 78.1, "gap_ev": 9.654, "homo_energy_ev": -8.826, "multiplicity": 1}

---

Going by the energies, entry 1 is most stable and the next is 233.1 kJ/mol up.

---

Entry 1
{"formula": "C6H6", "method": "the ωB97M-V functional and the def2-TZVPD basis", "species": ["C", "C", "C", "C", "C", "C", "H", "H", "H", "H", "H", "H"], "coordinates": [[1.018, -0.322, 1.164], [-0.302, 0.088, 0.490], [-0.122, 1.094, -0.572], [-0.043, 1.771, -1.563], [-0.963, -1.066, -0.183], [-1.508, -2.073, -0.714], [1.705, -0.746, 0.427], [1.489, 0.547, 1.631], [0.826, -1.075, 1.934], [-0.986, 0.484, 1.251], [0.014, 2.355, -2.455], [-1.128, -1.057, -1.410]], "molar_mass_g_mol": 78.1, "gap_ev": 11.259, "homo_energy_ev": -10.509, "multiplicity": 1}

---

Entry 2
{"formula": "C6H6", "method": "the ωB97M-V functional and the def2-TZVPD basis", "species": ["C", "C", "C", "C", "C", "C", "H", "H", "H", "H", "H", "H"], "coordinates": [[0.892, -1.474, -1.268], [-0.122, -0.419, -1.629], [-1.005, -0.028, -0.741], [-1.438, 0.467, 0.358], [-1.158, 1.072, 1.451], [-0.461, 1.656, 2.391], [1.826, -0.972, -0.980], [0.553, -2.049, -0.402], [1.109, -2.156, -2.097], [-0.005, 0.116, -2.568], [0.556, 1.896, 2.079], [-0.748, 1.891, 3.404]], "smiles": "C=C=C=C=CC", "molar_mass_g_mol": 78.1, "gap_ev": 9.075, "homo_energy_ev": -8.520, "multiplicity": 1}

---

Going by the energies, entry 2 is most stable and the next is 122.5 kJ/mol up.

---

Entry 1
{"formula": "C5H25O10", "method": "the ωB97M-V functional and the def2-TZVPD basis", "species": ["O", "C", "O", "C", "C", "C", "C", "H", "H", "H", "H", "H", "H", "H", "H", "H", "H", "H", "O", "H", "H", "O", "H", "H", "O", "H", "H", "O", "H", "H", "O", "H", "H", "O", "H", "H", "O", "H", "H", "O"], "coordinates": [[-0.605, 0.654, 0.483], [-1.441, 0.503, -0.452], [-2.142, -0.498, -0.584], [-1.660, 1.656, -1.452], [-0.860, 1.197, -2.636], [0.642, 1.162, -2.310], [1.105, 2.266, -1.382], [-2.770, 1.667, -1.733], [-1.303, 2.516, -0.971], [-1.213, 0.095, -2.919], [-1.371, 1.613, -3.508], [0.950, 0.212, -1.687], [1.156, 1.211, -3.262], [0.756, 2.040, -0.414], [0.513, 3.155, -1.622], [2.174, 2.545, -1.385], [2.616, -2.304, -1.678], [1.518, -1.253, -2.132], [2.098, -1.973, -2.460], [-3.653, 0.425, 0.841], [-3.486, -1.034, 0.283], [-3.896, -0.473, 1.110], [2.261, -2.205, 0.794], [3.711, -1.521, 0.820], [3.173, -2.168, 0.425], [-2.507, -2.437, 1.022], [-1.462, -1.893, -0.163], [-1.930, -2.761, 0.223], [-0.054, -1.446, 2.042], [0.317, -2.302, 3.179], [0.727, -1.993, 2.393], [1.336, 1.274, 2.485], [0.888, 1.867, 1.162], [1.429, 2.028, 1.853], [3.075, 0.593, 2.254], [2.298, -0.784, 2.612], [3.130, -0.407, 2.349], [-2.501, -0.865, 2.146], [-1.301, 0.115, 1.757], [-1.721, -0.476, 2.517]], "charge": -1, "molar_mass_g_mol": 245.2, "gap_ev": 9.600, "homo_energy_ev": -6.524, "multiplicity": 1}

---

Entry 2
{"formula": "C5H25O10", "method": "the ωB97M-V functional and the def2-TZVPD basis", "species": ["O", "C", "O", "C", "C", "C", "C", "H", "H", "H", "H", "H", "H", "H", "H", "H", "H", "H", "O", "H", "H", "O", "H", "H", "O", "H", "H", "O", "H", "H", "O", "H", "H", "O", "H", "H", "O", "H", "H", "O"], "coordinates": [[-1.017, 0.973, 0.472], [-1.395, 0.730, -0.695], [-2.107, -0.230, -1.124], [-1.356, 1.964, -1.617], [-0.371, 1.569, -2.654], [1.080, 1.228, -2.243], [1.869, 2.326, -1.531], [-2.390, 2.078, -1.990], [-0.965, 2.838, -1.103], [-0.669, 0.747, -3.365], [-0.440, 2.331, -3.388], [1.173, 0.191, -1.632], [1.704, 1.099, -3.174], [1.977, 2.213, -0.450], [1.427, 3.311, -1.631], [2.871, 2.211, -1.897], [2.164, -2.288, -1.399], [0.694, -2.340, -1.334], [1.405, -2.227, -1.964], [-3.419, -0.207, 0.143], [-3.364, 0.457, 1.515], [-3.948, -0.069, 0.907], [2.010, -3.135, 0.615], [2.889, -2.212, 1.259], [2.715, -2.552, 0.399], [-2.752, -2.470, 0.708], [-1.981, -1.867, -0.626], [-2.280, -2.659, -0.043], [-0.630, -1.510, 3.292], [-0.276, -2.365, 2.240], [0.071, -2.105, 3.040], [0.663, 0.964, 1.617], [1.143, 2.184, 0.909], [1.450, 1.588, 1.574], [2.612, -0.294, 2.458], [1.645, -1.326, 2.916], [2.382, -1.127, 2.404], [-2.160, -0.144, 2.956], [-1.176, 0.223, 1.734], [-1.249, -0.095, 2.702]], "charge": -1, "molar_mass_g_mol": 245.2, "gap_ev": 9.463, "homo_energy_ev": -6.372, "multiplicity": 1}

---

Going by the energies, entry 2 is most stable and the next is 53.8 kJ/mol up.

---

Entry 1
{"formula": "C9H13N2O3P", "method": "the ωB97M-V functional and the def2-TZVPD basis", "species": ["C", "C", "C", "C", "C", "C", "C", "C", "C", "N", "N", "O", "O", "O", "P", "H", "H", "H", "H", "H", "H", "H", "H", "H", "H", "H", "H", "H"], "coordinates": [[-0.417, 0.493, 0.622], [-0.810, -1.651, 0.379], [0.706, -0.244, 0.363], [3.166, -0.486, -0.074], [2.064, 0.287, 0.297], [4.407, 0.177, -0.359], [5.657, -0.546, -0.986], [-5.349, 0.916, -0.044], [-2.820, -0.298, 1.003], [0.427, -1.585, 0.216], [-1.425, -0.450, 0.615], [4.491, 1.381, -0.250], [-2.985, 1.260, -1.185], [2.096, 1.645, 0.431], [-3.741, 0.225, -0.481], [-0.294, 1.542, 0.776], [-1.435, -2.522, 0.093], [2.883, -1.589, -0.047], [5.313, -0.538, -2.034], [6.491, 0.141, -0.817], [5.738, -1.563, -0.571], [-5.134, 1.681, 0.638], [-5.740, 1.314, -0.913], [-6.237, 0.249, 0.272], [-2.999, 0.464, 1.771], [-3.157, -1.160, 1.399], [3.046, 1.803, 0.195], [-3.942, -0.947, -1.308]], "smiles": "CC(=O)/C=C(\\O)c1cn(C[P@@H](C)=O)cn1", "molar_mass_g_mol": 228.2, "gap_ev": 8.810, "homo_energy_ev": -8.366, "multiplicity": 1}

---

Entry 2
{"formula": "C9H13N2O3P", "method": "the ωB97M-V functional and the def2-TZVPD basis", "species": ["C", "C", "C", "C", "C", "C", "C", "C", "C", "N", "N", "O", "O", "O", "P", "H", "H", "H", "H", "H", "H", "H", "H", "H", "H", "H", "H", "H"], "coordinates": [[-0.559, 0.299, 0.327], [0.560, 2.243, 0.427], [0.770, 0.031, 0.373], [1.757, -1.970, 1.422], [1.193, -1.362, 0.314], [1.738, -3.418, 1.573], [2.567, -4.109, 2.580], [-2.836, 2.379, -2.845], [-1.455, 2.454, -2.272], [1.502, 1.183, 0.522], [-0.692, 1.712, 0.453], [0.858, -4.025, 0.891], [-3.015, 2.533, 0.092], [0.581, -2.115, -0.597], [-1.675, 2.645, -0.489], [-1.254, -0.444, 0.388], [1.094, 3.166, 0.349], [2.256, -1.346, 2.089], [2.302, -5.172, 2.519], [3.603, -4.016, 2.495], [2.343, -3.818, 3.681], [-2.964, 3.491, -3.154], [-3.064, 1.757, -3.799], [-3.474, 2.157, -1.863], [-0.789, 1.596, -2.371], [-0.941, 3.367, -2.520], [0.717, -3.083, -0.338], [-1.126, 3.863, -0.248]], "molar_mass_g_mol": 228.2, "gap_ev": 8.933, "homo_energy_ev": -8.954, "multiplicity": 1}

---

Going by the energies, entry 1 is most stable and the next is 142.3 kJ/mol up.